87
Properties=species:S:1:pos:R:3:mulliken_charge:R:1 method="wB97M-V/def2-TZVPD" e_homo_ev=-4.3915 multiplicity=1 charge=-1 largest_force_ha_per_bohr=0.1207
Ba -1.002 -1.327 -0.208 0.39
C -2.136 -0.289 -5.509 -1.03
Se -1.148 -1.386 -4.240 0.33
C 0.526 -1.545 -5.250 -0.22
C 1.242 -0.252 -5.612 -0.96
Se 1.729 0.945 -4.126 0.14
C 0.357 2.306 -4.457 -0.75
H -2.144 -0.772 -6.485 0.35
H -1.707 0.708 -5.572 0.22
H -3.148 -0.224 -5.118 0.32
H 0.296 -2.095 -6.168 0.49
H 1.153 -2.164 -4.611 -0.28
H 0.651 0.355 -6.298 0.42
H 2.186 -0.506 -6.101 0.45
H 0.288 2.517 -5.524 0.46
H 0.669 3.205 -3.928 0.35
H -0.594 1.971 -4.054 -0.15
N 1.939 0.473 1.649 0.69
C 1.546 1.628 2.479 -0.16
C 1.931 2.945 1.778 -0.84
C 1.120 3.209 0.495 0.07
N 1.272 2.136 -0.472 0.09
H 1.553 0.677 0.673 -0.04
H 1.614 -0.460 1.989 -0.01
H 2.036 1.570 3.453 0.42
H 0.463 1.593 2.616 -0.06
H 2.996 2.910 1.531 0.31
H 1.767 3.779 2.463 0.45
H 1.408 4.188 0.088 0.40
H 0.064 3.260 0.766 -0.24
H 2.078 2.241 -1.079 0.10
H 0.448 2.049 -1.073 -0.34
C -2.063 -0.207 3.314 -0.34
C -2.352 1.109 2.661 0.30
C -2.936 2.155 3.409 -1.12
C -3.236 3.330 2.788 -1.00
C -3.005 3.474 1.403 1.26
C -3.333 4.657 0.714 -0.90
C -3.129 4.731 -0.639 -0.77
C -2.602 3.638 -1.330 -0.53
C -2.245 2.452 -0.699 1.19
S -1.619 1.176 -1.679 -0.11
C -2.427 2.364 0.720 -1.81
N -2.071 1.239 1.385 1.02
H -2.028 -0.124 4.399 0.50
H -1.128 -0.630 2.944 -0.47
H -2.862 -0.901 3.045 0.22
H -3.141 2.008 4.461 0.48
H -3.664 4.161 3.338 0.38
H -3.769 5.482 1.265 0.36
H -3.381 5.635 -1.180 0.38
H -2.478 3.691 -2.403 0.46
Cl 0.099 -3.499 -2.340 -0.64
F -2.890 -2.081 0.709 -0.39
B -4.224 -1.674 0.251 0.70
F -4.156 -1.662 -1.137 -0.36
F -4.471 -0.415 0.765 -0.36
F -5.136 -2.598 0.713 -0.33
S 0.967 -2.415 2.179 -0.36
C 0.039 -3.021 3.538 0.55
C 0.594 -2.996 4.822 -0.50
C -0.112 -3.485 5.909 -0.51
C -1.389 -4.001 5.740 -0.48
C -1.944 -4.043 4.469 -0.54
C -1.237 -3.569 3.376 -0.63
H 1.592 -2.594 4.946 0.37
H 0.337 -3.456 6.895 0.35
H -1.947 -4.371 6.591 0.37
H -2.939 -4.443 4.325 0.40
H -1.670 -3.622 2.385 0.32
N 2.541 -3.407 -2.552 -0.31
C 3.339 -3.195 -1.329 -0.79
P 3.397 -1.337 -1.242 0.25
O 3.871 -0.848 -2.572 -0.81
O 2.060 -0.895 -0.732 0.11
C 4.765 -1.075 0.004 -0.65
N 4.776 0.331 0.421 -0.56
H 2.687 -4.313 -2.981 0.34
H 2.803 -2.665 -3.207 0.30
H 1.544 -3.344 -2.381 0.21
H 4.332 -3.645 -1.400 0.38
H 2.815 -3.595 -0.460 0.28
H 5.702 -1.372 -0.479 0.41
H 4.606 -1.719 0.873 0.32
H 5.663 0.584 0.842 0.22
H 2.960 0.453 1.458 0.28
H 4.645 0.905 -0.408 0.21

=====

12
Properties=species:S:1:pos:R:3:mulliken_charge:R:1 method="wB97M-V/def2-TZVPD" e_homo_ev="-5.2113 / -8.5237" multiplicity=3 largest_force_ha_per_bohr=0.0970 de_lowest_kcal_mol=64.2
C 1.707 -0.536 -0.986 -0.57
C 1.788 0.417 -0.125 0.12
C -0.424 0.392 -0.606 -0.24
N -1.707 -0.193 1.298 -0.61
N -1.618 0.033 -0.084 0.00
O 0.495 0.853 0.380 -0.43
H 2.572 -1.190 -1.369 0.26
H 2.673 0.817 0.403 0.35
H -0.249 0.877 -1.560 0.41
H -2.090 -1.149 1.557 0.22
H -0.807 -0.092 1.733 0.29
H -2.340 -0.229 -0.642 0.19

=====

98
Properties=species:S:1:pos:R:3:mulliken_charge:R:1 method="wB97M-V/def2-TZVPD" e_homo_ev=-3.5585 multiplicity=1 charge=-1 largest_force_ha_per_bohr=0.0065 de_lowest_kcal_mol=0.0
C -2.025 3.219 1.965 -1.31
C -2.921 3.732 0.834 -0.04
C -4.333 3.136 0.798 -0.04
C -5.254 3.823 1.819 -1.27
B -4.432 1.517 0.986 0.18
S -3.406 0.537 -0.390 -0.36
H -1.424 2.368 1.650 0.27
H -2.634 2.882 2.803 0.33
H -1.341 3.988 2.325 0.37
H -2.437 3.534 -0.125 0.43
H -2.991 4.821 0.934 -0.04
H -4.713 3.345 -0.206 0.07
H -5.604 3.117 2.576 0.29
H -6.140 4.249 1.346 0.28
H -4.760 4.638 2.356 0.28
H -5.593 1.159 0.793 -0.23
H -4.087 1.157 2.111 -0.20
H -2.186 0.663 0.133 -0.04
C -0.027 -3.301 -1.076 -0.96
C -0.846 -2.176 -1.666 0.82
O -0.396 -1.067 -1.826 -0.56
C -2.275 -2.503 -2.035 -1.14
H 0.973 -2.944 -0.839 0.29
H -0.496 -3.697 -0.174 0.27
H 0.033 -4.132 -1.783 0.32
H -2.811 -2.848 -1.150 0.33
H -2.297 -3.315 -2.769 0.41
H -2.762 -1.610 -2.414 0.23
C 0.727 -5.550 3.555 -1.02
C 1.184 -5.896 2.160 0.77
O 0.561 -5.548 1.183 -0.54
C 2.461 -6.687 2.032 -0.87
H -0.187 -4.964 3.506 0.33
H 0.576 -6.459 4.139 0.24
H 1.506 -4.980 4.067 0.30
H 2.377 -7.634 2.569 0.28
H 3.287 -6.144 2.496 0.33
H 2.689 -6.859 0.985 0.18
C -1.457 6.917 -0.731 -0.71
C -1.978 7.926 0.262 0.72
O -2.282 7.635 1.394 -0.53
C -2.096 9.343 -0.255 -1.10
H -1.424 5.921 -0.298 0.18
H -2.101 6.913 -1.611 0.15
H -0.465 7.230 -1.062 0.35
H -2.746 9.360 -1.131 0.34
H -1.120 9.694 -0.598 0.31
H -2.482 10.006 0.517 0.30
C -2.092 9.624 3.898 -0.93
C -2.536 11.008 4.282 0.85
O -2.357 11.972 3.574 -0.56
C -3.234 11.137 5.620 -1.12
H -1.609 9.626 2.925 0.10
H -1.406 9.232 4.653 0.39
H -2.941 8.940 3.860 0.33
H -2.578 10.784 6.418 0.31
H -4.121 10.502 5.639 0.32
H -3.512 12.173 5.797 0.31
C 5.192 -7.566 -2.729 -0.89
C 4.804 -6.761 -1.516 0.84
O 4.637 -7.259 -0.427 -0.55
C 4.606 -5.278 -1.737 -1.10
H 5.308 -8.615 -2.468 0.32
H 4.433 -7.467 -3.506 0.10
H 6.120 -7.184 -3.158 0.33
H 3.833 -5.114 -2.491 0.30
H 5.524 -4.830 -2.124 0.36
H 4.316 -4.796 -0.808 0.28
C 2.478 -7.904 7.630 -1.12
C 2.905 -8.272 6.228 0.76
O 2.263 -7.942 5.260 -0.45
C 4.181 -9.071 6.101 -1.10
H 1.555 -7.332 7.599 0.29
H 2.338 -8.807 8.228 0.33
H 3.261 -7.320 8.118 0.33
H 4.091 -10.009 6.652 0.33
H 5.012 -8.521 6.546 0.33
H 4.389 -9.273 5.054 0.28
C -2.263 7.445 -5.654 -1.20
C -1.242 7.657 -4.561 0.90
O -1.445 8.403 -3.634 -0.51
C 0.039 6.866 -4.678 -1.18
H -3.141 8.056 -5.464 0.30
H -1.831 7.700 -6.624 0.35
H -2.546 6.392 -5.698 0.34
H 0.541 7.100 -5.620 0.40
H -0.185 5.797 -4.694 0.33
H 0.693 7.091 -3.841 0.28
C 4.620 -6.785 -8.008 -1.14
C 4.041 -7.512 -6.818 0.86
O 4.743 -7.964 -5.943 -0.53
C 2.537 -7.640 -6.778 -1.12
H 5.704 -6.751 -7.932 0.29
H 4.326 -7.285 -8.932 0.34
H 4.218 -5.771 -8.057 0.34
H 2.182 -8.165 -7.667 0.36
H 2.076 -6.651 -6.792 0.33
H 2.231 -8.178 -5.885 0.29

=====

173
Properties=species:S:1:pos:R:3:mulliken_charge:R:1 method="wB97M-V/def2-TZVPD" e_homo_ev="-0.0373 / -6.0215" multiplicity=2 charge=-1 largest_force_ha_per_bohr=0.0532
C 2.016 1.106 -5.018 -0.44
O 3.261 1.445 -5.573 -0.43
H 2.127 1.019 -3.937 -0.15
H 1.200 1.782 -5.273 0.28
H 1.758 0.112 -5.382 0.05
H 3.094 1.456 -6.518 0.30
C 4.403 -0.326 1.198 -0.63
O 3.524 -1.493 1.043 -0.53
H 3.838 0.593 1.040 0.00
H 4.913 -0.456 2.153 0.27
H 5.228 -0.453 0.498 0.41
H 2.613 -1.228 0.900 0.26
C -1.157 -2.570 3.193 -0.63
O -1.390 -1.249 2.683 -0.31
H -2.064 -3.172 3.149 0.31
H -0.447 -3.098 2.557 -0.05
H -0.749 -2.632 4.202 0.35
H -1.791 -1.239 1.811 0.30
C -2.361 2.000 -4.951 -1.67
O -1.733 0.709 -4.762 3.69
H -2.441 2.600 -4.045 -0.39
H -1.668 2.553 -5.585 0.43
H -3.239 1.869 -5.584 0.57
H -1.632 0.265 -5.608 -1.47
C -2.728 4.587 3.983 -1.75
C -3.241 3.380 3.292 0.33
C -4.448 3.671 2.320 0.25
O -5.591 4.117 3.042 -0.45
C -6.767 4.303 2.199 -0.76
N -2.114 2.706 2.670 -0.14
H -1.821 4.386 4.552 0.35
H -3.541 4.935 4.621 0.52
H -2.503 5.369 3.258 0.22
H -3.555 2.665 4.052 0.63
H -4.644 2.802 1.692 -0.14
H -4.112 4.470 1.659 0.21
H -6.508 4.983 1.388 0.33
H -7.617 4.752 2.712 0.31
H -7.122 3.389 1.722 0.24
H -1.945 3.326 1.890 -0.19
H -2.478 1.850 2.278 0.07
C 1.400 -3.937 -0.239 -0.43
C 1.829 -4.595 1.026 1.02
C 1.536 -6.145 1.056 -1.36
O 0.106 -6.392 1.205 -0.28
C -0.214 -7.715 0.729 -0.84
N 3.236 -4.292 1.155 -0.85
H 2.068 -3.212 -0.705 -0.11
H 0.511 -3.317 -0.127 -0.02
H 1.191 -4.665 -1.022 0.19
H 1.344 -4.100 1.868 0.01
H 1.963 -6.636 1.931 0.51
H 1.994 -6.623 0.191 0.38
H -1.266 -7.990 0.808 0.26
H 0.390 -8.423 1.298 0.33
H 0.129 -7.942 -0.281 0.32
H 3.403 -3.303 1.043 0.53
H 3.489 -4.580 2.090 0.33
C 2.393 2.332 2.656 -0.77
C 1.712 3.319 1.722 2.54
C 2.261 4.784 1.803 -0.72
O 2.055 5.328 3.099 -0.49
C 0.707 5.416 3.515 -0.56
N 1.920 2.844 0.419 0.27
H 2.087 1.295 2.515 -0.63
H 2.339 2.683 3.687 0.50
H 3.465 2.351 2.458 0.28
H 0.648 3.330 1.957 -1.49
H 1.839 5.470 1.068 0.19
H 3.329 4.661 1.626 0.48
H 0.247 4.441 3.678 0.17
H 0.144 5.975 2.768 0.23
H 0.659 5.896 4.493 0.39
H 2.852 2.925 0.039 0.30
H 1.363 3.417 -0.198 -0.30
C 3.929 -1.455 -2.603 -0.69
C 4.601 -2.081 -3.839 0.26
C 4.707 -3.634 -3.777 -0.60
O 5.198 -4.209 -4.999 -0.38
C 5.450 -5.657 -4.967 -0.71
N 3.739 -1.685 -4.929 -0.74
H 2.959 -1.896 -2.372 -0.27
H 3.743 -0.383 -2.662 0.35
H 4.574 -1.452 -1.724 0.42
H 5.601 -1.657 -3.931 0.51
H 3.750 -4.082 -3.511 0.00
H 5.365 -3.915 -2.955 0.51
H 6.030 -6.037 -5.809 0.25
H 4.511 -6.209 -5.004 0.24
H 5.989 -5.857 -4.041 0.32
H 3.676 -0.677 -4.943 0.38
H 2.780 -1.902 -4.699 0.46
C 5.752 1.635 5.550 -1.24
C 4.489 1.041 6.369 0.72
C 3.936 -0.274 5.773 -1.05
O 3.245 -0.020 4.587 0.08
C 2.272 -0.887 4.203 -0.38
N 4.995 0.725 7.710 -0.85
H 6.018 2.568 6.047 0.39
H 5.587 1.733 4.477 0.25
H 6.656 1.040 5.676 0.34
H 3.721 1.783 6.590 0.23
H 3.282 -0.775 6.486 0.39
H 4.716 -1.029 5.671 0.32
H 1.319 -0.811 4.728 0.37
H 2.633 -1.912 4.113 0.46
H 1.988 -0.605 3.190 -0.55
H 4.298 0.080 8.054 0.24
H 5.781 0.091 7.712 0.30
C -4.607 0.551 -0.406 -1.37
C -4.020 -0.313 0.691 2.80
C -5.054 -1.085 1.572 -1.38
O -5.971 -0.176 2.172 -0.21
C -6.824 -0.739 3.111 -0.89
N -3.029 -1.239 0.199 -0.19
H -5.328 -0.035 -0.977 0.33
H -3.798 0.875 -1.061 0.26
H -5.157 1.400 -0.001 0.32
H -3.600 0.386 1.414 -1.09
H -4.537 -1.702 2.306 0.46
H -5.555 -1.862 0.994 0.51
H -6.219 -1.177 3.905 0.35
H -7.463 -1.473 2.621 0.31
H -7.382 0.080 3.565 0.22
H -3.622 -1.744 -0.443 0.21
H -2.448 -0.786 -0.493 -1.01
C -3.135 3.880 -1.294 -1.03
C -1.699 3.877 -0.844 3.20
C -0.754 4.689 -1.814 -1.60
O 0.585 4.696 -1.366 -0.14
C 1.346 5.761 -1.906 -1.28
N -1.609 4.544 0.431 -0.28
H -3.737 3.301 -0.594 -0.08
H -3.300 3.541 -2.317 0.12
H -3.515 4.898 -1.380 0.43
H -1.325 2.886 -0.584 -1.67
H -1.027 5.743 -1.779 0.54
H -0.767 4.377 -2.858 0.31
H 1.419 5.561 -2.974 0.34
H 2.368 5.650 -1.544 0.33
H 0.910 6.726 -1.644 0.42
H -0.634 4.694 0.650 -0.52
H -1.885 5.502 0.270 0.43
C -0.038 -2.859 -3.922 0.12
C 0.281 -4.321 -3.667 -0.39
O 0.062 -5.030 -4.881 -0.45
O 1.071 -2.215 -4.522 -0.18
H -0.179 -2.448 -2.922 -0.44
H -0.962 -2.684 -4.473 0.38
H -0.385 -4.675 -2.880 0.51
H 1.272 -4.420 -3.223 -0.24
H -0.514 -5.737 -4.582 0.36
H 0.850 -2.206 -5.456 -0.01
C -4.009 -2.034 -3.245 2.09
C -5.107 -2.349 -4.285 -0.91
O -4.970 -3.645 -4.804 -0.31
O -4.169 -2.883 -2.098 -0.58
H -4.122 -1.021 -2.860 -0.19
H -3.009 -2.183 -3.653 -0.98
H -5.033 -1.611 -5.083 0.19
H -6.093 -2.250 -3.832 0.35
H -5.015 -4.300 -4.103 0.21
H -4.250 -3.771 -2.453 0.33
C -0.117 -0.109 -0.153 0.33
C -0.199 0.247 -1.625 -0.17
O -1.482 0.082 -2.155 -0.95
O 1.202 0.060 0.392 1.34
H -0.324 -1.160 0.044 -0.22
H -0.872 0.491 0.354 -0.37
H 0.525 -0.358 -2.171 0.13
H 0.053 1.295 -1.783 0.08
H -1.498 0.327 -3.083 -0.61
H 1.414 0.992 0.480 -0.85